Entry 1:
The following is a DFT calculation (wB97M-V/def2-TZVPD) of a cluster of 2 separate species, C3H11NS2 in total in a non-equilibrium geometry.

Bonds (Å) are listed after each position.
Atoms and positions in Å:
1 C 3.067 -0.970 0.027  S2 1.863, H4 1.080, H5 1.078, H6 1.082
2 S 2.040 0.558 -0.255  C1 1.863, S3 2.062
3 S 2.618 0.990 -2.187  S2 2.062, H7 1.382
4 H 3.322 -1.509 -0.874  C1 1.080
5 H 2.468 -1.656 0.604  C1 1.078
6 H 3.970 -0.720 0.569  C1 1.082
7 H 2.249 2.244 -1.738  S3 1.382
8 C -2.941 0.865 0.627  N9 1.497, H11 1.135, H12 1.144, H13 1.079
9 N -1.590 0.620 0.030  C8 1.497, C10 1.535, H14 1.007
10 C -1.106 -0.834 -0.063  N9 1.535, H15 1.079, H16 1.105, H17 1.095
11 H -2.929 0.359 1.643  C8 1.135
12 H -3.067 1.963 0.925  C8 1.144
13 H -3.818 0.558 0.080  C8 1.079
14 H -0.990 0.999 0.744  N9 1.007
15 H -0.674 -1.029 -1.033  C10 1.079
16 H -2.083 -1.333 0.069  C10 1.105
17 H -0.537 -1.104 0.832  C10 1.095

- E_tot (Ha) = -971.95670
- relative energy (zero: lowest compared OMol25 entry of this formula, charge and spin) (kJ/mol) = 161.3
- E_HOMO (hartree) = -0.299
- SMILES = CNC.CSS
- HOMO-LUMO gap (eV) = 8.60
- E_LUMO (eV) = 0.47

Entry 2:
The following is a DFT calculation (wB97M-V/def2-TZVPD) of the ion C2H4I2NO3 with charge +1 in a non-equilibrium geometry.

Bonds (Å) are listed after each position.
Atoms and positions in Å:
1 C 0.918 -0.014 -0.556  C2 1.570, O4 1.178, O6 1.295
2 C -0.580 -0.388 -0.266  C1 1.570, N3 1.494, O5 1.294, I7 2.240
3 N -1.047 0.537 0.811  C2 1.494, H9 1.107, H10 1.000, H11 0.973
4 O 1.252 0.295 -1.643  C1 1.178
5 O -1.255 -0.248 -1.361  C2 1.294, H12 1.007
6 O 1.621 0.112 0.524  C1 1.295, I8 2.080
7 I -0.558 -2.454 0.600  C2 2.240
8 I 3.670 0.465 0.477  O6 2.080
9 H -0.547 0.292 1.768  N3 1.107
10 H -1.983 0.217 0.956  N3 1.000
11 H -0.964 1.505 0.744  N3 0.973
12 H -0.528 -0.320 -2.054  O5 1.007

- E_tot (Ha) = -954.16621
- relative energy (zero: lowest compared OMol25 entry of this formula, charge and spin) (kJ/mol) = 123.5
- E_HOMO (hartree) = -0.512
- SMILES = [NH3+][C@](O)(I)C(=O)OI
- net charge = +1
- HOMO-LUMO gap (eV) = 8.43
- E_LUMO (eV) = -5.51

Look up the HOMO-LUMO gap of the first one.
8.60 eV